(w)
Molecular formula: C17H17F5NO5ScTe
Method: DFT, ωB97M-V/def2-TZVPD

Values from the calculation:
Kohn-Sham gap in eV: 8.4

CARTESIAN COORDINATES (ANGSTROEM)
Sc: -0.16 -0.14 -0.81
O: -4.26 -0.30 0.57
C: -3.07 -0.37 0.44
O: -2.34 0.25 -0.51
C: -2.18 -1.17 1.35
C: -2.67 -2.00 2.34
C: -1.75 -2.79 3.02
C: -0.40 -2.75 2.69
C: -0.01 -1.87 1.70
N: -0.88 -1.09 1.07
C: 1.41 -1.77 1.14
O: 2.32 -2.30 1.73
O: 1.46 -1.07 0.05
H: -3.73 -2.04 2.53
H: -2.10 -3.47 3.79
H: 0.34 -3.37 3.16
C: 1.60 1.23 3.52
C: 1.03 2.08 2.39
C: 1.08 3.56 2.75
C: 1.72 1.85 1.06
C: 3.01 1.35 0.94
C: 3.59 1.15 -0.30
C: 2.93 1.46 -1.48
C: 3.56 1.24 -2.83
C: 1.64 1.98 -1.38
C: 1.05 2.17 -0.13
H: 0.99 1.34 4.41
H: 2.61 1.55 3.79
H: 1.65 0.17 3.27
H: -0.02 1.80 2.26
H: 2.11 3.89 2.88
H: 0.55 3.75 3.68
H: 0.63 4.18 1.97
H: 3.57 1.06 1.82
H: 4.59 0.73 -0.36
H: 2.95 0.59 -3.46
H: 4.55 0.79 -2.73
H: 3.68 2.19 -3.36
H: 1.10 2.29 -2.27
H: 0.06 2.63 -0.07
F: -0.84 -1.61 -1.74
Te: -2.73 0.73 -2.54
F: -2.50 -0.73 -3.65
F: -3.23 1.62 -4.08
F: -4.35 -0.08 -2.19
F: -3.42 2.26 -1.72
O: -0.97 1.10 -2.41

(x)
Molecular formula: C17H17F5NO5ScTe
Method: DFT, ωB97M-V/def2-TZVPD

Values from the calculation:
Kohn-Sham gap in eV: 9.3

CARTESIAN COORDINATES (ANGSTROEM)
Sc: 0.20 -0.41 -0.11
O: -1.99 1.20 -3.24
C: -1.61 0.63 -2.25
O: -0.43 0.73 -1.68
C: -2.53 -0.31 -1.47
C: -3.84 -0.64 -1.76
C: -4.50 -1.46 -0.86
C: -3.88 -1.90 0.30
C: -2.57 -1.52 0.51
N: -1.94 -0.78 -0.38
C: -1.69 -1.81 1.72
O: -2.11 -2.44 2.66
O: -0.51 -1.27 1.59
H: -4.30 -0.25 -2.66
H: -5.53 -1.75 -1.05
H: -4.38 -2.51 1.04
C: -1.37 2.13 1.55
C: -0.06 2.88 1.29
C: -0.26 3.90 0.18
C: 1.10 1.92 1.03
C: 1.87 1.96 -0.14
C: 2.95 1.10 -0.31
C: 3.30 0.17 0.67
C: 4.44 -0.78 0.45
C: 2.53 0.12 1.83
C: 1.46 0.99 2.01
H: -2.14 2.83 1.87
H: -1.28 1.36 2.31
H: -1.74 1.67 0.63
H: 0.19 3.41 2.21
H: -0.52 3.42 -0.77
H: 0.64 4.51 0.02
H: -1.07 4.58 0.44
H: 1.58 2.61 -0.95
H: 3.49 1.12 -1.24
H: 5.39 -0.33 0.77
H: 4.53 -1.03 -0.60
H: 4.30 -1.70 1.01
H: 2.75 -0.62 2.58
H: 0.85 0.88 2.90
F: -0.14 -3.54 -0.54
Te: 1.28 -3.20 -1.71
F: 2.41 -4.28 -0.71
F: 0.06 -2.26 -2.77
F: 0.77 -4.71 -2.63
F: 2.61 -2.95 -2.97
O: 1.69 -1.67 -0.77

Q: Which of them is the most stable? A: (x).

(w)
Molecular formula: C5H11IN
Method: DFT, ωB97M-V/def2-TZVPD

Values from the calculation:
Kohn-Sham gap in eV: 8.2
Total charge: +1

CARTESIAN COORDINATES (ANGSTROEM)
C: 2.06 0.38 -0.69
C: 1.48 0.47 0.71
C: 0.69 0.81 -1.21
C: -0.96 1.22 0.53
C: -2.16 -1.89 0.41
N: 0.17 0.82 0.15
I: -0.17 -2.68 -0.02
H: 2.82 1.14 -1.15
H: 2.25 -0.65 -1.07
H: 1.37 -0.33 1.40
H: 1.80 1.30 1.50
H: 0.66 1.82 -1.36
H: 0.17 0.21 -1.94
H: -2.13 -0.97 -0.03
H: -1.34 1.45 1.60
H: -1.81 1.40 -0.30
H: -2.75 -2.57 0.00
H: -2.16 -1.95 1.46

(x)
Molecular formula: C5H11IN
Method: DFT, ωB97M-V/def2-TZVPD

Values from the calculation:
Kohn-Sham gap in eV: 8.2
Total charge: +1

CARTESIAN COORDINATES (ANGSTROEM)
C: 1.54 0.87 -1.84
C: 0.45 1.72 -1.04
C: 0.90 0.98 0.18
C: -1.03 -1.70 1.17
C: 1.72 -0.02 -0.54
N: 0.78 1.30 1.44
I: 3.75 -0.27 0.08
H: 1.25 0.47 -2.72
H: 2.44 1.58 -2.19
H: 0.46 2.85 -0.99
H: -0.52 1.39 -1.27
H: -0.72 -2.76 0.88
H: -1.74 -1.26 0.52
H: -1.46 -1.87 2.10
H: 1.35 -1.02 -0.65
H: -0.16 -0.93 1.32
H: 0.45 2.23 1.63
H: 0.75 0.64 2.19

(y)
Molecular formula: C5H11IN
Method: DFT, ωB97M-V/def2-TZVPD

Values from the calculation:
SMILES: C=C(I)C[NH+](C)C
Kohn-Sham gap in eV: 10.0
Total charge: +1

CARTESIAN COORDINATES (ANGSTROEM)
C: -1.52 2.33 -0.02
C: -1.40 1.07 -0.30
I: -3.10 -0.32 0.03
C: -0.12 0.37 -0.83
N: 0.26 -0.73 0.06
C: 1.30 -1.56 -0.72
C: 0.72 -0.38 1.33
H: -2.38 2.74 0.43
H: -0.65 2.90 0.05
H: -0.24 0.19 -1.86
H: 0.58 1.11 -0.79
H: -0.41 -1.48 0.11
H: 2.31 -1.04 -0.77
H: 1.25 -2.56 -0.16
H: 0.76 -2.02 -1.58
H: 1.62 0.21 1.15
H: 0.03 0.38 1.73
H: 0.99 -1.21 2.15

Q: Which of them is the most stable? A: (x).

(w)
Molecular formula: C6H8NS
Method: DFT, ωB97M-V/def2-TZVPD

Values from the calculation:
SMILES: [NH3+]C1=CC=CC=CS1
Kohn-Sham gap in eV: 8.1
Total charge: +1

CARTESIAN COORDINATES (ANGSTROEM)
N: -2.66 0.36 -0.06
C: -1.10 0.14 0.13
C: -0.55 -1.05 0.06
C: 0.85 -1.41 0.46
C: 1.99 -0.73 0.35
C: 2.10 0.55 -0.28
C: 1.37 1.64 -0.46
S: -0.25 1.66 0.26
H: -3.04 -0.20 -0.80
H: -2.75 1.41 -0.31
H: -3.08 0.06 0.91
H: -1.36 -1.83 -0.12
H: 0.84 -2.40 0.93
H: 2.88 -1.29 0.72
H: 3.15 0.65 -0.64
H: 1.60 2.45 -1.16

(x)
Molecular formula: C6H8NS
Method: DFT, ωB97M-V/def2-TZVPD

Values from the calculation:
Kohn-Sham gap (spin up / spin down) in eV: 6.1 / 7.4
Total charge: +1

CARTESIAN COORDINATES (ANGSTROEM)
C: -0.14 2.09 -0.36
C: -1.41 1.82 0.39
C: 0.85 1.25 -0.66
C: -1.85 0.76 0.95
C: 0.95 -0.24 -0.51
C: -0.14 -1.16 -0.18
N: 0.37 -2.45 0.40
S: 0.17 -1.00 -1.98
H: -0.01 3.22 -0.65
H: -2.11 2.71 0.57
H: 1.75 1.85 -1.03
H: -1.91 -0.14 1.52
H: 2.00 -0.53 -0.28
H: 0.98 -3.01 -0.23
H: -0.40 -3.02 0.77
H: 0.90 -2.15 1.27

Q: Which of them is the most stable? A: (w).

(w)
Molecular formula: C4H6NO
Method: DFT, ωB97M-V/def2-TZVPD

Values from the calculation:
Multiplicity: 3
Kohn-Sham gap (spin up / spin down) in eV: 8.7 / 8.0
<S²>: 2.0051
Total charge: +1

CARTESIAN COORDINATES (ANGSTROEM)
C: -0.12 -0.03 1.10
C: 0.73 0.07 0.07
C: -1.24 -0.15 0.01
C: 2.16 0.17 -0.15
N: -2.57 -0.18 -0.38
O: -0.32 -0.08 -0.93
H: 0.09 0.06 2.22
H: 2.77 -0.57 0.30
H: 2.44 1.12 0.22
H: 2.30 0.19 -1.22
H: -2.88 -0.04 -1.33
H: -3.37 -0.56 0.09

(x)
Molecular formula: C4H6NO
Method: DFT, ωB97M-V/def2-TZVPD

Values from the calculation:
Multiplicity: 3
Kohn-Sham gap (spin up / spin down) in eV: 10.2 / 5.7
<S²>: 2.0128
Total charge: +1

CARTESIAN COORDINATES (ANGSTROEM)
C: 0.68 0.50 0.77
C: -0.34 -0.56 0.78
C: 0.96 0.86 -0.71
C: -1.48 -0.66 0.16
N: 0.59 -0.03 -1.45
O: 0.38 -0.84 -2.23
H: 0.36 1.44 1.23
H: 1.58 0.24 1.24
H: -1.90 0.20 -0.50
H: -0.08 -1.29 1.47
H: 1.55 1.60 -1.07
H: -2.31 -1.45 0.30

Q: Which of them is the most stable? A: (w).